Below is a 6-piece molecular cluster, C18H33NO7S overall, with properties calculated with ωB97M-V with the def2-TZVPD basis set.

Output
Net charge: 0
Gap between HOMO and LUMO, Ha: 0.3352
Lowest unoccupied orbital energy, eV: -0.2
Total energy, eV: -45853.7130
SMILES string: C#CN(S)C(=O)O.CC(C)=O.CC(C)=O.CC(C)=O.CC(C)=O.CC(C)=O
Energy above the lowest of the compared OMol25 structures with the same formula, charge and spin, kcal per mole: 58.1
Highest occupied orbital energy, eV: -9.308

```
60
C18H33NO7S ωB97M-V with the def2-TZVPD basis set
C 0.39 -0.76 1.24
C -0.15 -1.58 2.13
N -1.02 -2.54 2.90
S -0.25 -4.13 2.94
C -2.33 -2.68 2.15
O -3.46 -2.68 2.74
O -2.31 -2.86 0.71
H 0.79 -0.31 0.23
H 0.47 -4.31 1.74
H -1.49 -3.38 0.50
C 4.06 -0.48 -1.47
C 2.73 -0.90 -2.01
O 1.68 -0.48 -1.53
C 2.72 -1.86 -3.17
H 3.92 0.22 -0.64
H 4.61 -1.35 -1.10
H 4.64 0.03 -2.25
H 3.20 -2.79 -2.88
H 3.23 -1.41 -4.02
H 1.68 -2.07 -3.45
C -7.11 0.57 2.88
C -6.18 0.52 1.70
O -5.89 1.53 1.08
C -5.61 -0.82 1.32
H -7.45 1.60 3.03
H -7.99 -0.05 2.68
H -6.60 0.23 3.78
H -6.42 -1.50 1.06
H -5.03 -1.22 2.16
H -4.95 -0.70 0.46
C 3.83 -5.65 -1.80
C 5.15 -4.94 -1.77
O 5.30 -3.86 -2.33
C 6.28 -5.60 -1.03
H 3.10 -5.06 -2.37
H 3.94 -6.63 -2.28
H 3.45 -5.78 -0.78
H 6.50 -6.57 -1.48
H 6.02 -5.72 0.02
H 7.17 -4.97 -1.10
C 3.67 4.79 -0.52
C 3.27 3.40 -0.91
O 4.08 2.48 -0.92
C 1.83 3.17 -1.29
H 4.74 4.81 -0.27
H 3.50 5.48 -1.35
H 3.11 5.11 0.36
H 1.58 3.78 -2.15
H 1.19 3.41 -0.44
H 1.69 2.11 -1.54
C -3.43 4.68 1.96
C -3.47 5.63 0.80
O -2.56 6.41 0.58
C -4.68 5.58 -0.10
H -2.50 4.83 2.52
H -4.27 4.87 2.63
H -3.46 3.65 1.60
H -5.58 5.81 0.48
H -4.77 4.59 -0.55
H -4.58 6.32 -0.89
```